A) Molecular formula: H3O4PSi
Method: DFT, the ωB97M-V functional and the def2-TZVPD basis

```
! RIJCOSX wB97M-V def2-TZVPD def2/J DEFGRID3
* xyz -2 1
O -1.7124 -1.0826 1.0048
O -1.9213 0.5660 -1.0025
O -0.5056 1.1928 1.0858
O 0.9725 -1.9989 -1.9511
Si 0.5757 -0.7936 -1.1078
P -1.1570 0.0240 0.1727
H 0.2368 0.6357 1.2864
H 1.3843 0.5829 -1.5515
H 2.1271 0.8738 2.0631
*
```

Values from the calculation:
Kohn-Sham gap	5.55	eV

---

B) Molecular formula: H3O4PSi
Method: DFT, the ωB97M-V functional and the def2-TZVPD basis

```
! RIJCOSX wB97M-V def2-TZVPD def2/J DEFGRID3
* xyz -2 1
O 1.1990 0.6419 -2.3636
O -1.2049 -0.1124 -1.9240
O 0.5516 -1.7664 -2.5180
O 0.9460 -0.5056 0.9442
Si -0.1155 0.3038 1.6477
P 0.1911 -0.3931 -2.1731
H -0.8740 -0.4238 2.5490
H 0.5010 1.2128 2.7167
H -1.1943 1.0428 1.1212
*
```

Values from the calculation:
Kohn-Sham gap	7.84	eV

---

Quick one: most stable of them? B)

---

A) Molecular formula: C23H29N3O2
Method: DFT, the ωB97M-V functional and the def2-TZVPD basis

```
! RIJCOSX wB97M-V def2-TZVPD def2/J DEFGRID3
* xyz 0 1
O 2.1540 -0.9837 -0.6447
C 1.3927 -1.9202 -0.7641
C -0.0346 -1.7768 -0.4621
C -1.0022 -2.7484 -0.2531
N -2.1544 -2.1316 0.0434
C -1.9927 -0.7705 0.0231
C -3.1572 0.0100 0.4780
O -4.0146 -0.5622 1.1475
N -3.2585 1.3200 0.1738
C -2.3959 2.0877 -0.6876
C -1.5079 3.0201 0.1696
N -2.1074 3.3194 1.4594
C -1.6916 2.4464 2.5545
C -0.1939 2.4475 2.6952
C 0.5357 1.2739 2.5614
C 1.9168 1.2893 2.6553
C 2.5808 2.4805 2.8893
C 1.8597 3.6553 3.0297
C 0.4807 3.6395 2.9311
C -3.5419 3.4475 1.3340
C -4.2287 2.1362 0.8777
C -0.6715 -0.5251 -0.2741
C 1.8357 -3.3071 -1.2118
C 1.2142 -3.6597 -2.5718
C 1.8141 -2.8081 -3.6860
C 3.3226 -3.0179 -3.7558
C 3.9622 -2.6321 -2.4271
C 3.3606 -3.4369 -1.2777
H -0.9301 -3.8179 -0.2777
H -3.0332 -2.5523 0.3092
H -1.8026 1.4262 -1.3148
H -3.0435 2.6867 -1.3393
H -1.3598 3.9665 -0.3631
H -0.5272 2.5771 0.3425
H -2.0433 1.4104 2.4448
H -2.1416 2.8590 3.4644
H 0.0215 0.3412 2.3749
H 2.4720 0.3717 2.5320
H 3.6584 2.4946 2.9594
H 2.3754 4.5868 3.2135
H -0.0871 4.5529 3.0256
H -3.7286 4.2410 0.6045
H -3.9551 3.7663 2.2927
H -4.5902 1.5524 1.7263
H -5.0811 2.3568 0.2244
H -0.1568 0.4116 -0.3336
H 1.4562 -4.0124 -0.4627
H 0.1322 -3.5184 -2.5385
H 1.4118 -4.7141 -2.7817
H 1.6034 -1.7541 -3.4916
H 1.3513 -3.0747 -4.6392
H 3.7468 -2.4157 -4.5617
H 3.5324 -4.0683 -3.9756
H 3.7998 -1.5708 -2.2403
H 5.0395 -2.8079 -2.4652
H 3.7891 -3.0946 -0.3337
H 3.6139 -4.4932 -1.4027
*
```

Values from the calculation:
SMILES string	O=C(c1c[nH]c(C(=O)N2CCN(Cc3ccccc3)CC2)c1)C1CCCCC1
Kohn-Sham gap	9.04	eV

---

B) Molecular formula: C23H29N3O2
Method: DFT, the ωB97M-V functional and the def2-TZVPD basis

```
! RIJCOSX wB97M-V def2-TZVPD def2/J DEFGRID3
* xyz 0 1
C 5.8176 3.7246 0.5765
C 6.5757 2.6170 -0.1454
C 6.7256 1.3768 0.7351
C 7.4530 0.2186 0.0505
C 6.6766 -0.4269 -1.1065
C 5.3959 -1.0692 -0.5970
O 5.3655 -2.1991 -0.1612
N 4.3193 -0.2369 -0.6633
C 3.0067 -0.4524 -0.2266
C 2.1052 0.6028 -0.3114
C 0.7929 0.4551 0.0922
C 0.3299 -0.7588 0.6068
N -0.9645 -0.9350 1.0875
C -1.8688 0.1846 1.1977
C -2.6646 0.4175 -0.1003
N -3.3595 -0.7998 -0.4466
C -4.7011 -0.9876 -0.3818
O -5.2084 -2.0918 -0.4630
C -5.5389 0.2456 -0.2515
C -6.3787 0.3859 0.8463
C -7.2095 1.4876 0.9492
C -7.2201 2.4450 -0.0512
C -6.4003 2.2981 -1.1581
C -5.5601 1.2037 -1.2598
C -2.4813 -1.9469 -0.5535
C -1.6961 -2.1401 0.7523
C 1.2544 -1.8055 0.7044
C 2.5615 -1.6645 0.2929
H 5.7178 4.6011 -0.0599
H 4.8216 3.3867 0.8569
H 6.3431 4.0173 1.4825
H 7.5672 2.9785 -0.4275
H 6.0466 2.3701 -1.0689
H 5.7424 1.0442 1.0752
H 7.2941 1.6571 1.6251
H 8.4136 0.5739 -0.3301
H 7.6532 -0.5565 0.7930
H 7.2931 -1.2195 -1.5329
H 6.4661 0.3052 -1.8868
H 4.4818 0.6903 -1.0304
H 2.4305 1.5560 -0.7075
H 0.1359 1.3049 -0.0064
H -1.3218 1.0820 1.4850
H -2.5810 -0.0490 1.9983
H -3.3757 1.2319 0.0375
H -1.9777 0.6724 -0.9161
H -6.3762 -0.3737 1.6139
H -7.8549 1.5956 1.8083
H -7.8728 3.3018 0.0270
H -6.4169 3.0373 -1.9456
H -4.9264 1.0820 -2.1267
H -3.0998 -2.8202 -0.7655
H -1.7804 -1.7800 -1.3797
H -1.0183 -2.9834 0.6425
H -2.3969 -2.3559 1.5658
H 0.9535 -2.7488 1.1322
H 3.2498 -2.4876 0.3829
*
```

Values from the calculation:
SMILES string	CCCCCC(=O)Nc1ccc(N2CCN(C(=O)c3ccccc3)CC2)cc1
Kohn-Sham gap	8.04	eV

---

Quick one: most stable of them? B)

---

A) Molecular formula: C4H7ClN2O
Method: DFT, the ωB97M-V functional and the def2-TZVPD basis

```
! RIJCOSX wB97M-V def2-TZVPD def2/J DEFGRID3
* xyz 0 1
H 1.9626 0.8683 -0.5044
N 1.1698 1.5526 -0.3202
C 0.0604 1.0343 -0.0287
N -1.0439 1.8833 -0.0357
O -2.0186 1.5168 0.8740
C -0.2713 -0.4508 0.0597
C 0.7683 -1.5329 0.3912
C 0.0560 -1.5601 -0.8963
Cl 1.0614 -1.1954 -2.3655
H -0.6750 2.8553 0.2269
H -1.5470 1.4186 1.7377
H -1.2044 -0.6070 0.5558
H 1.8081 -1.2301 0.3212
H 0.5879 -2.2639 1.1723
H -0.7142 -2.2892 -1.1881
*
```

Values from the calculation:
SMILES string	[H]/N=C(/NO)[C@@H]1C[C@@H]1Cl
Kohn-Sham gap	10.33	eV

---

B) Molecular formula: C4H7ClN2O
Method: DFT, the ωB97M-V functional and the def2-TZVPD basis

```
! RIJCOSX wB97M-V def2-TZVPD def2/J DEFGRID3
* xyz 0 1
O -3.0046 0.2809 0.2978
C -2.1843 -0.6200 0.1843
N -1.0931 -0.4916 -0.5787
C 0.1072 -1.1531 -0.0381
C 0.9429 -0.0143 0.6349
Cl 2.6209 -0.0746 -0.0766
C 0.1372 1.2499 0.3312
N -0.6828 0.8369 -0.8475
H -2.3173 -1.7152 0.3786
H -0.2420 -1.9602 0.6263
H 0.7393 -1.5344 -0.8927
H 0.9919 -0.0676 1.7045
H 0.7106 2.1736 0.0305
H -0.4690 1.5668 1.1676
H -1.5194 1.3660 -0.7853
*
```

Values from the calculation:
SMILES string	O=CN1C[C@@H](Cl)CN1
Kohn-Sham gap	10.28	eV

---

Quick one: most stable of them? B)

---

A) Molecular formula: C7H12NO
Method: DFT, the ωB97M-V functional and the def2-TZVPD basis

```
! RIJCOSX wB97M-V def2-TZVPD def2/J DEFGRID3
* xyz 1 1
C -2.2125 -1.3163 2.3402
C -0.9030 -1.0837 2.6705
C -2.3791 -0.7389 1.1982
C 0.6233 -0.2451 -2.2206
C 2.0721 0.1968 -0.2813
C 0.4738 2.0232 -1.1657
C 1.1441 0.6874 -1.2728
N -0.3093 -0.4339 1.7579
O -1.2113 -0.1333 0.8455
H -2.9167 -1.9542 2.7231
H -0.4903 -1.6154 3.5687
H -3.1732 -0.7782 0.4034
H -0.3916 -0.0037 -2.5719
H 1.1619 -0.3627 -3.1571
H 0.5936 -1.2922 -1.7507
H 1.5151 -0.1589 0.5478
H 2.8262 -0.6047 -0.5829
H 2.5766 1.0457 0.1905
H 1.1530 2.7839 -0.7021
H 0.1897 2.3293 -2.1235
H -0.3423 1.6550 -0.4169
*
```

Values from the calculation:
Kohn-Sham gap	8.11	eV

---

B) Molecular formula: C7H12NO
Method: DFT, the ωB97M-V functional and the def2-TZVPD basis

```
! RIJCOSX wB97M-V def2-TZVPD def2/J DEFGRID3
* xyz 1 1
C 1.0973 -0.9851 1.8656
C -0.5626 -2.0800 0.5734
C -1.3945 -3.0916 0.0147
C 0.0615 3.2131 -0.7159
C 0.7316 1.8305 -0.6545
C -0.2836 0.5559 -0.5151
C 0.6305 -0.5573 -0.2613
N 1.3925 -0.3854 0.8394
O -0.0322 -1.9767 1.7464
H 1.4372 -0.8775 2.8976
H -2.2657 -2.7537 -0.5202
H -0.7554 -3.7749 -0.5532
H -1.8505 -3.6880 0.9078
H 0.9000 4.0242 -0.6274
H -0.5143 3.3785 0.1942
H -0.4053 3.5330 -1.6279
H 1.2214 1.6408 -1.5751
H 1.4281 1.9086 0.1822
H -0.9678 0.7823 0.3651
H -0.8411 0.4125 -1.4643
H 0.9730 -1.1092 -1.0715
*
```

Values from the calculation:
Kohn-Sham gap	8.87	eV

---

Quick one: most stable of them? A)

---

A) Molecular formula: C4H10O4
Method: DFT, the ωB97M-V functional and the def2-TZVPD basis

```
! RIJCOSX wB97M-V def2-TZVPD def2/J DEFGRID3
* xyz 0 1
O -0.1195 2.4070 -1.2632
C -0.5375 2.0703 -0.1817
C -0.2613 0.7746 0.4938
C -0.4095 -0.3771 -0.5534
C -0.4576 -1.7778 -0.0441
O -0.5332 -2.0279 1.1389
H -1.1113 2.8422 0.3634
H 0.7364 0.6475 0.9124
H -1.0012 0.5530 1.2609
H 0.4403 -0.2827 -1.2716
H -1.2555 -0.1352 -1.2036
H -0.7536 -2.4985 -0.8280
O 0.1963 -1.0552 3.4092
H -0.5224 -1.0474 2.7639
H 0.6750 -1.8742 3.2814
O 1.4031 0.3232 -2.6405
H 2.0787 0.2245 -3.3179
H 1.4326 1.2337 -2.3198
*
```

Values from the calculation:
SMILES string	O=CCCC=O.O.O
Kohn-Sham gap	10.68	eV

---

B) Molecular formula: C4H10O4
Method: DFT, the ωB97M-V functional and the def2-TZVPD basis

```
! RIJCOSX wB97M-V def2-TZVPD def2/J DEFGRID3
* xyz 0 1
C 1.5625 -1.6859 -0.6490
C 1.0521 -0.2588 -0.3264
O 0.1696 0.2125 -1.3315
C 0.4662 -0.2348 1.0890
C 0.3135 1.1579 1.6559
O 0.6415 2.1874 1.1447
O -0.2385 1.1106 2.9042
H 1.3457 -1.8706 -1.6936
H 1.0509 -2.4384 -0.0544
H 2.6325 -1.7441 -0.4695
H 1.8741 0.4536 -0.3918
H -0.7520 -0.0432 -1.1978
H -0.4510 -0.8216 1.1233
H 1.1821 -0.7761 1.7115
H -0.2263 2.0213 3.2319
O -3.1479 0.8660 -2.2249
H -3.6804 1.6443 -1.9960
H -3.7947 0.2199 -2.5257
*
```

Values from the calculation:
SMILES string	C[C@@H](O)CC(=O)O.O
Kohn-Sham gap	10.64	eV

---

Quick one: most stable of them? B)

---

A) Molecular formula: C4H10O4
Method: DFT, the ωB97M-V functional and the def2-TZVPD basis

```
! RIJCOSX wB97M-V def2-TZVPD def2/J DEFGRID3
* xyz 0 1
C -2.5033 0.3148 0.1671
C 2.2100 -0.9764 -0.1609
C -1.2949 -0.5750 -0.1450
C 0.5722 1.0841 0.0634
O 1.2613 1.8371 -0.8315
O 0.1639 1.7963 1.1153
O 1.8317 -0.0962 0.8681
O -0.2240 0.2681 -0.6487
H -2.4078 1.2524 -0.3211
H -3.5734 -0.1137 -0.0831
H -2.4853 0.5320 1.3094
H 1.4456 -1.8114 -0.2625
H 3.2645 -1.5425 0.3372
H 2.4843 -0.5714 -1.0883
H -1.6046 -1.2235 -0.9781
H -0.9667 -1.1649 0.6643
H 1.8765 2.2645 -0.2090
H -0.5917 1.3401 1.5660
*
```

Values from the calculation:
Kohn-Sham gap	9.48	eV

---

B) Molecular formula: C4H10O4
Method: DFT, the ωB97M-V functional and the def2-TZVPD basis

```
! RIJCOSX wB97M-V def2-TZVPD def2/J DEFGRID3
* xyz 0 1
O 1.8049 1.4182 -0.3853
C 0.7319 1.5698 -0.8421
C -0.3371 0.7554 -0.2442
C -1.6728 1.3909 -0.2419
C -2.9228 0.4115 -0.1490
O -3.7232 0.7113 0.7324
H 0.2595 2.5205 -1.4556
H -0.4843 -0.2362 -0.7534
H 0.0528 0.7237 0.8782
H -1.8113 1.9932 -1.0824
H -1.7968 2.1034 0.7284
H -2.8944 -0.6984 -0.8062
O 0.8032 -1.9516 1.3353
H 1.7557 -2.2579 1.6566
H 1.0390 -2.0928 0.4683
O 3.7300 -2.7958 -0.3596
H 4.4051 -2.2156 -0.6554
H 3.7616 -3.6629 -0.6982
*
```

Values from the calculation:
SMILES string	O=CCCC=O.O.O
Kohn-Sham gap	10.27	eV

---

C) Molecular formula: C4H10O4
Method: DFT, the ωB97M-V functional and the def2-TZVPD basis

```
! RIJCOSX wB97M-V def2-TZVPD def2/J DEFGRID3
* xyz 0 1
O 1.2096 -0.4949 -1.2121
C 0.7877 0.5914 -0.9052
C -0.3491 0.5973 0.1067
C -1.4565 1.6551 -0.1603
C -2.7051 1.2043 0.5606
O -3.7869 1.6800 0.3768
H 1.2689 1.5952 -1.0348
H -0.7534 -0.3973 0.2450
H 0.1228 0.9381 1.0752
H -1.5360 1.8382 -1.2316
H -1.3054 2.7062 0.1514
H -2.4245 0.5533 1.4533
O 0.5233 -0.3054 5.0281
H 1.1686 -0.8030 4.5088
H -0.2382 -0.7512 5.3804
O 4.3313 -3.6130 -4.2197
H 4.1771 -4.3610 -3.6350
H 3.6263 -2.9961 -4.0306
*
```

Values from the calculation:
SMILES string	O=CCCC=O.O.O
Kohn-Sham gap	10.56	eV

---

D) Molecular formula: C4H10O4
Method: DFT, the ωB97M-V functional and the def2-TZVPD basis

```
! RIJCOSX wB97M-V def2-TZVPD def2/J DEFGRID3
* xyz 0 1
O 0.7615 -1.8337 -1.6804
C -0.2917 -1.7355 -1.0873
C -0.5693 -0.6456 -0.1066
C 0.7335 -0.0252 0.4410
C 0.5010 0.7650 1.6875
O -0.5032 1.3534 2.0170
H -1.0776 -2.4249 -1.4355
H -0.9931 0.1707 -0.7010
H -1.2254 -0.8896 0.7213
H 1.2193 0.6781 -0.2604
H 1.5070 -0.7493 0.6926
H 1.2916 0.6816 2.4555
O -3.0652 1.0593 0.9965
H -2.1122 1.0552 1.2074
H -3.4479 1.6499 1.6525
O 2.4592 0.5782 -1.9243
H 2.3908 0.6962 -2.8779
H 2.4218 -0.3838 -1.7979
*
```

Values from the calculation:
SMILES string	O=CCCC=O.O.O
Kohn-Sham gap	11.02	eV

---

Quick one: most stable of them? D)

---

A) Molecular formula: C5H13NO3
Method: DFT, the ωB97M-V functional and the def2-TZVPD basis

```
! RIJCOSX wB97M-V def2-TZVPD def2/J DEFGRID3
* xyz 0 1
C -1.3011 -1.1465 0.1232
C 0.1409 -1.5567 0.2000
C 0.8132 -1.8196 -1.0164
O -1.5140 -2.4596 -0.1472
O -1.5366 -0.2116 -0.8852
O -1.8792 -0.7180 1.3264
H -0.1843 -2.5740 -1.1452
H -2.4877 -0.2147 -1.0563
H -2.3395 -1.4864 1.6874
H 0.5159 -1.8859 1.1635
H 0.5975 -1.1468 -1.8412
H 1.8356 -2.1704 -0.9557
C 1.4447 1.6021 -0.7320
C -0.0285 2.0945 1.1433
N 1.1778 1.4168 0.6854
H 1.1512 0.4338 0.9303
H 0.6051 1.3086 -1.3789
H 2.3282 1.0292 -1.0171
H 1.6605 2.6582 -0.9124
H -0.2160 1.8346 2.1848
H -0.9199 1.8385 0.5574
H 0.1361 3.1738 1.0859
*
```

Values from the calculation:
Kohn-Sham gap	8.62	eV

---

B) Molecular formula: C5H13NO3
Method: DFT, the ωB97M-V functional and the def2-TZVPD basis

```
! RIJCOSX wB97M-V def2-TZVPD def2/J DEFGRID3
* xyz 0 1
C 0.1170 0.3835 2.2852
C -0.3956 0.7197 0.9248
O -1.3485 1.4956 0.7832
N 0.3727 0.2785 -0.1258
C 1.6726 -0.3159 -0.0169
C -0.0112 1.0788 -1.3962
C 0.2278 0.2091 -2.6143
O -0.9640 -0.3428 -3.0605
H -0.3713 1.1157 2.9682
H 1.1992 0.6434 2.1837
H -0.1512 -0.6194 2.6043
H 2.4525 0.2213 0.4998
H 1.4963 -1.2066 0.6220
H 2.0460 -0.7011 -0.9412
H -1.1386 1.2302 -1.3164
H 0.5090 2.0225 -1.3079
H 0.7858 0.6191 -3.3981
H 0.9197 -0.6373 -2.3598
H -1.3622 -0.9255 -2.3384
O -2.2432 -1.9640 2.1228
H -2.4019 -1.0387 2.0704
H -1.4110 -2.2659 1.8111
*
```

Values from the calculation:
SMILES string	CC(=O)N(C)CCO.O
Kohn-Sham gap	10.05	eV

---

Quick one: most stable of them? B)

---

A) Molecular formula: C2H2Cl2O2S
Method: DFT, the ωB97M-V functional and the def2-TZVPD basis

```
! RIJCOSX wB97M-V def2-TZVPD def2/J DEFGRID3
* xyz 0 1
C -0.4007 -1.0896 0.2264
C 0.5712 0.1616 -0.9921
O -1.9886 -3.1616 0.6665
O -0.5320 -0.6732 1.4914
S -1.0688 -2.5883 -0.3350
Cl 1.7495 -0.7554 -1.8001
Cl 1.1530 1.1341 0.2238
H 0.0145 0.7605 -1.6860
H -0.0176 0.0972 1.7470
*
```

Values from the calculation:
Kohn-Sham gap (spin up / spin down)	8.56 / 8.56	eV

---

B) Molecular formula: C2H2Cl2O2S
Method: DFT, the ωB97M-V functional and the def2-TZVPD basis

```
! RIJCOSX wB97M-V def2-TZVPD def2/J DEFGRID3
* xyz 0 1
C -0.4694 1.0187 0.1110
C 1.3624 -0.1032 -0.3534
O -2.7625 0.1290 0.8452
O -1.5924 -1.2797 -0.7719
S -1.5622 -0.2945 0.2159
Cl 2.7243 0.8235 0.2874
Cl 1.0473 -1.6838 0.1641
H -0.3257 1.5026 1.0148
H 1.5781 -0.1125 -1.5132
*
```

Values from the calculation:
Kohn-Sham gap (spin up / spin down)	8.18 / 8.18	eV

---

Quick one: most stable of them? A)